No. 1
Density functional theory data (ωB97M-V/def2-TZVPD) for C31H34AsCl2MnN4OS2 as an isolated structure.

**E**: -6598.94339 hartree
**Energy above the lowest of the compared OMol25 structures with the same formula, charge and spin**: 0.1 kcal per mole
**HOMO energy (spin up / spin down)**: -0.4994 / -0.5090 Eh
**F_max**: 1.6 eV/Å
**Total charge**: +2
**Multiplicity**: 5
**Expectation value of S²**: 6.167

CARTESIAN COORDINATES (ANGSTROEM)
Mn (0.979, 0.653, 0.119)
Cl (1.507, 0.944, 2.243)
C (3.259, 0.808, 2.456)
C (3.774, 0.860, 3.731)
C (5.151, 0.793, 3.854)
C (5.948, 0.674, 2.725)
C (5.380, 0.610, 1.462)
Cl (6.382, 0.434, 0.075)
C (3.997, 0.676, 1.299)
S (3.254, 0.566, -0.294)
H (3.130, 0.951, 4.597)
H (5.605, 0.838, 4.835)
H (7.026, 0.630, 2.816)
C (-2.772, -4.984, -0.942)
C (-1.569, -4.603, -1.520)
C (-0.910, -3.468, -1.067)
C (-1.473, -2.726, -0.036)
C (-2.680, -3.091, 0.545)
C (-3.327, -4.230, 0.084)
As (-0.460, -1.292, 0.756)
C (-1.808, -0.198, 1.621)
C (-2.762, 0.353, 0.764)
C (-3.735, 1.203, 1.266)
C (-3.750, 1.520, 2.622)
C (-2.798, 0.979, 3.473)
C (-1.822, 0.121, 2.974)
C (0.509, -2.238, 2.133)
C (-0.106, -2.710, 3.288)
C (0.650, -3.377, 4.242)
C (2.008, -3.590, 4.035)
C (2.615, -3.145, 2.869)
C (1.868, -2.463, 1.916)
H (-3.280, -5.874, -1.291)
H (-1.141, -5.189, -2.323)
H (0.030, -3.170, -1.511)
H (-3.118, -2.504, 1.340)
H (-4.267, -4.527, 0.532)
H (-2.768, 0.088, -0.287)
H (-4.491, 1.610, 0.603)
H (-4.516, 2.177, 3.017)
H (-2.822, 1.208, 4.531)
H (-1.088, -0.302, 3.648)
H (-1.171, -2.585, 3.436)
H (0.175, -3.741, 5.144)
H (2.589, -4.121, 4.779)
H (3.667, -3.332, 2.696)
H (2.343, -2.122, 1.005)
C (-1.819, 1.956, -4.850)
C (-0.911, 1.193, -5.811)
C (-1.451, -0.201, -6.121)
C (0.533, 1.181, -5.314)
N (0.687, 0.662, -3.935)
C (0.770, 1.342, -2.812)
N (0.755, 0.473, -1.825)
N (0.653, -0.775, -2.382)
N (0.601, -0.659, -3.647)
H (-2.821, 2.043, -5.275)
H (-1.453, 2.970, -4.660)
H (-1.925, 1.432, -3.892)
H (-0.859, 1.753, -6.749)
H (-1.459, -0.847, -5.239)
H (-0.857, -0.693, -6.895)
H (-2.477, -0.125, -6.485)
H (0.930, 2.194, -5.290)
H (1.167, 0.573, -5.954)
H (0.857, 2.413, -2.726)
C (-1.767, 4.380, 0.378)
S (-0.376, 3.582, 1.124)
C (0.854, 4.826, 0.839)
O (-0.026, 2.449, 0.141)
H (-2.033, 5.247, 0.988)
H (-2.578, 3.654, 0.385)
H (-1.506, 4.675, -0.639)
H (0.653, 5.672, 1.502)
H (0.829, 5.131, -0.207)
H (1.816, 4.381, 1.092)

Listed below, in e, are the Mulliken charges computed for each atom: Mn 0.17; Cl 0.02; C 0.66; C -0.93; C -0.53; C -0.67; C 0.17; Cl -0.18; C 0.29; S -0.30; H 0.52; H 0.43; H 0.46; C -0.53; C -0.74; C -0.44; C 0.82; C -0.34; C -0.77; As 1.41; C 0.79; C -0.40; C -1.02; C -0.50; C -0.89; C -0.54; C 0.60; C -0.23; C -0.83; C -0.58; C -0.71; C -0.61; H 0.41; H 0.43; H 0.34; H 0.37; H 0.43; H 0.49; H 0.51; H 0.44; H 0.48; H 0.53; H 0.52; H 0.45; H 0.43; H 0.48; H 0.29; C -1.31; C 0.76; C -1.40; C -1.06; N 0.52; C -0.38; N 0.52; N 0.19; N -0.72; H 0.45; H 0.34; H 0.18; H 0.30; H 0.29; H 0.38; H 0.41; H 0.37; H 0.37; H 0.48; C -0.91; S 0.51; C -1.10; O -0.53; H 0.45; H 0.19; H 0.37; H 0.45; H 0.34; H 0.32

No. 2
Density functional theory data (ωB97M-V/def2-TZVPD) for C31H34AsCl2N7O2Sn as an isolated structure.

**E**: -5105.97340 hartree
**Energy above the lowest of the compared OMol25 structures with the same formula, charge and spin**: 5.7 kcal per mole
**HOMO energy**: -0.2266 Eh
**F_max**: 0.9 eV/Å
**Total charge**: 0

CARTESIAN COORDINATES (ANGSTROEM)
Sn (0.472, -0.280, 0.074)
C (1.115, 0.016, 3.189)
N (0.005, 0.357, 2.323)
C (-1.326, 0.186, 2.892)
C (-2.334, 0.121, 1.800)
N (-2.067, -0.258, 0.591)
C (-3.235, -0.090, -0.138)
C (-3.492, -0.307, -1.488)
C (-4.760, -0.009, -1.948)
C (-5.753, 0.493, -1.093)
C (-5.511, 0.712, 0.250)
C (-4.234, 0.412, 0.706)
N (-3.626, 0.531, 1.946)
C (1.185, -1.454, 3.451)
N (0.445, -2.356, 2.880)
C (0.895, -3.571, 3.385)
C (0.459, -4.863, 3.110)
C (1.097, -5.907, 3.752)
C (2.149, -5.679, 4.650)
C (2.595, -4.401, 4.934)
C (1.948, -3.358, 4.284)
N (2.109, -1.984, 4.315)
H (1.112, 0.567, 4.143)
H (2.024, 0.294, 2.647)
H (0.101, 1.294, 1.940)
H (-1.608, 1.013, 3.558)
H (-1.339, -0.741, 3.464)
H (-2.719, -0.703, -2.133)
H (-4.995, -0.159, -2.993)
H (-6.732, 0.717, -1.497)
H (-6.277, 1.104, 0.907)
H (-4.014, 0.963, 2.765)
H (-0.345, -5.026, 2.406)
H (0.786, -6.925, 3.558)
H (2.625, -6.524, 5.131)
H (3.410, -4.231, 5.625)
H (2.797, -1.471, 4.836)
O (-1.140, -2.478, -2.557)
C (-0.802, -2.452, -3.920)
C (0.528, -1.781, -4.167)
C (0.930, -1.398, -5.442)
C (2.160, -0.789, -5.594)
C (2.952, -0.582, -4.471)
C (2.467, -0.999, -3.247)
N (1.283, -1.589, -3.094)
H (-0.321, -2.284, -2.069)
H (-1.588, -1.924, -4.468)
H (-0.749, -3.470, -4.330)
H (0.278, -1.564, -6.290)
H (2.498, -0.470, -6.571)
H (3.920, -0.104, -4.546)
H (3.044, -0.862, -2.338)
C (4.728, 2.310, 0.770)
As (2.871, 2.167, 0.259)
C (2.075, 3.671, 1.143)
C (2.902, 2.442, -1.640)
O (2.461, 0.630, 0.784)
H (5.117, 3.294, 0.507)
H (5.298, 1.540, 0.254)
H (4.815, 2.157, 1.843)
H (2.622, 4.570, 0.858)
H (2.158, 3.527, 2.220)
H (1.030, 3.728, 0.853)
H (3.604, 3.243, -1.875)
H (1.899, 2.672, -1.982)
H (3.232, 1.513, -2.101)
Cl (-0.304, 1.242, -3.272)
C (-1.218, 2.306, -2.229)
C (-2.251, 3.012, -2.805)
C (-3.054, 3.836, -2.028)
C (-2.782, 3.926, -0.675)
C (-1.735, 3.211, -0.123)
Cl (-1.499, 3.420, 1.614)
C (-0.859, 2.336, -0.831)
N (0.167, 1.675, -0.299)
H (-2.435, 2.901, -3.866)
H (-3.875, 4.386, -2.466)
H (-3.387, 4.551, -0.032)

Listed below, in e, are the Mulliken charges computed for each atom: Sn 0.51; C -0.95; N 0.39; C -0.65; C -0.17; N -0.03; C 0.20; C -0.11; C -0.81; C -0.38; C -1.23; C 0.45; N 0.00; C 0.48; N -0.14; C 0.15; C -0.78; C -0.50; C -0.38; C -1.08; C 0.75; N -0.05; H 0.38; H 0.22; H 0.07; H 0.42; H 0.43; H 0.48; H 0.43; H 0.37; H 0.41; H 0.24; H 0.46; H 0.38; H 0.37; H 0.38; H 0.19; O -0.50; C -0.69; C 0.65; C -0.68; C -0.35; C -0.68; C -0.40; N -0.22; H 0.33; H 0.31; H 0.30; H 0.41; H 0.42; H 0.40; H 0.66; C -1.26; As 1.09; C -1.00; C -0.70; O -0.86; H 0.42; H 0.36; H 0.35; H 0.48; H 0.31; H 0.14; H 0.46; H 0.13; H 0.08; Cl -0.05; C 1.05; C -0.68; C -0.59; C -0.73; C 1.41; Cl -0.24; C -2.57; N 0.32; H 0.42; H 0.39; H 0.42

No. 3
Density functional theory data (ωB97M-V/def2-TZVPD) for C31H34BCaN8O as an isolated structure.

**E**: -2417.52567 hartree
**Energy above the lowest of the compared OMol25 structures with the same formula, charge and spin**: 20.1 kcal per mole
**HOMO energy (spin up / spin down)**: -0.2073 / -0.2928 Eh
**F_max**: 0.5 eV/Å
**Total charge**: 0
**Multiplicity**: 2
**Expectation value of S²**: 0.781

CARTESIAN COORDINATES (ANGSTROEM)
Ca (-0.300, -0.261, 0.075)
C (1.094, 3.995, 2.013)
C (-0.380, 3.737, 2.301)
C (-1.236, 4.317, 1.172)
C (-0.699, 2.269, 2.544)
C (-2.022, 1.843, 2.687)
C (-2.342, 0.513, 2.905)
C (-1.348, -0.460, 3.041)
C (-1.674, -1.904, 3.311)
C (-0.027, -0.034, 2.952)
C (0.288, 1.297, 2.681)
H (1.257, 5.060, 1.845)
H (1.413, 3.469, 1.110)
H (1.742, 3.689, 2.835)
H (-0.632, 4.263, 3.229)
H (-1.138, 3.716, 0.266)
H (-0.915, 5.333, 0.939)
H (-2.295, 4.363, 1.429)
H (-2.821, 2.572, 2.629)
H (-3.383, 0.221, 2.991)
H (-1.527, -2.147, 4.365)
H (-1.020, -2.565, 2.739)
H (-2.710, -2.131, 3.057)
H (0.782, -0.744, 3.068)
H (1.333, 1.568, 2.603)
C (-1.266, -3.384, -2.986)
C (-1.487, -3.005, -1.661)
N (-1.432, -1.687, -1.519)
N (-1.177, -1.186, -2.764)
C (-1.066, -2.193, -3.649)
B (-0.985, 0.354, -2.945)
N (-2.069, 1.090, -2.117)
C (-3.147, 1.702, -2.645)
C (-3.968, 2.103, -1.618)
C (-3.301, 1.677, -0.466)
N (-2.158, 1.072, -0.757)
N (0.468, 0.774, -2.485)
C (1.593, 0.582, -3.200)
C (2.665, 1.056, -2.483)
C (2.097, 1.519, -1.293)
N (0.779, 1.360, -1.286)
N (-1.128, 0.774, -4.399)
C (-0.676, 1.933, -4.939)
C (-1.181, 2.034, -6.210)
C (-1.955, 0.868, -6.361)
N (-1.931, 0.118, -5.274)
H (-1.261, -4.376, -3.404)
H (-1.679, -3.626, -0.800)
H (-0.898, -1.983, -4.690)
H (-3.253, 1.787, -3.714)
H (-4.907, 2.621, -1.691)
H (-3.599, 1.784, 0.561)
H (1.545, 0.132, -4.179)
H (3.701, 1.058, -2.771)
H (2.587, 1.944, -0.430)
H (-0.040, 2.597, -4.375)
H (-1.018, 2.826, -6.920)
H (-2.528, 0.542, -7.216)
C (1.616, -1.581, 0.691)
C (2.275, -2.361, 1.478)
C (2.779, -2.780, 2.709)
C (2.100, -3.755, 3.484)
C (2.609, -4.190, 4.691)
C (3.812, -3.685, 5.180)
C (4.494, -2.723, 4.437)
C (3.997, -2.274, 3.230)
H (1.169, -4.156, 3.104)
H (2.063, -4.934, 5.259)
H (4.211, -4.037, 6.122)
H (5.428, -2.317, 4.807)
H (4.528, -1.524, 2.658)
C (2.062, -2.967, -1.215)
O (1.475, -1.770, -0.715)
H (1.830, -3.020, -2.278)
H (1.647, -3.832, -0.692)
H (3.141, -2.938, -1.055)

Listed below, in e, are the Mulliken charges computed for each atom: Ca 1.99; C -1.57; C 0.72; C -1.16; C 0.56; C -0.96; C -0.68; C 1.09; C -1.57; C -1.49; C 0.45; H 0.46; H 0.16; H 0.38; H 0.27; H 0.10; H 0.48; H 0.34; H 0.56; H 0.39; H 0.41; H 0.17; H 0.39; H 0.41; H 0.25; C -1.14; C -0.42; N -0.95; N 0.97; C -0.04; B 0.23; N 0.81; C -0.20; C -1.43; C -0.23; N -0.52; N 1.82; C -0.53; C -1.21; C -0.27; N -1.02; N 0.62; C -0.39; C -0.92; C -0.36; N -1.06; H 0.41; H 0.47; H 0.56; H 0.36; H 0.45; H 0.33; H 0.54; H 0.45; H 0.38; H 0.47; H 0.43; H 0.48; C 1.17; C -1.85; C 0.01; C -0.28; C -0.60; C -0.43; C -0.49; C -0.45; H 0.38; H 0.38; H 0.39; H 0.37; H 0.43; C -1.02; O -0.14; H 0.30; H 0.32; H 0.31